No. 1
Molecular formula: C5H9NO
Method: DFT, ωB97M-V/def2-TZVPD

CARTESIAN COORDINATES (ANGSTROEM)
1 C 1.0008 0.7335 0.4686
2 C 0.2291 0.9881 -0.7795
3 N 0.2891 -0.1477 -1.6993
4 C -0.9337 0.0762 -0.9236
5 C -1.0831 -0.8518 0.2525
6 C 0.2816 -0.8719 0.9106
7 O 0.2913 -0.8676 2.3030
8 H 2.0785 0.5947 0.3200
9 H 0.8919 1.6128 1.1622
10 H 0.6413 0.0439 1.8895
11 H 0.1765 1.9935 -1.1869
12 H 0.1665 0.1711 -2.6536
13 H -1.8269 0.4123 -1.4397
14 H -1.3733 -1.8664 -0.0411
15 H -1.8283 -0.4698 0.9628
16 H 0.9986 -1.5509 0.4547

energy above the lowest of the compared OMol25 structures with the same formula, charge and spin = 407.54 kJ/mol
LUMO level = 0.93 eV
HOMO energy = -9.66 eV
gap between HOMO and LUMO = 10.5978 eV
DFT total energy = -8864.98878 eV
total charge = 0


No. 2
Molecular formula: C5H9NO
Method: DFT, ωB97M-V/def2-TZVPD

CARTESIAN COORDINATES (ANGSTROEM)
1 C -1.2090 -0.4511 -0.6337
2 C -0.2676 -0.6711 0.5649
3 C -0.7887 -1.3625 1.7551
4 N -1.1007 -1.9918 2.6758
5 C 0.3396 0.7031 0.8039
6 C 0.9812 1.1292 -0.5802
7 O 1.1118 0.2167 -1.7608
8 H -0.5081 -0.2806 -1.4888
9 H -1.8326 0.4353 -0.4394
10 H -1.8464 -1.2940 -0.8745
11 H 0.5694 -1.3042 0.2491
12 H -0.4643 1.3939 1.1209
13 H 1.0735 0.7221 1.6221
14 H 2.0007 1.4362 -0.4128
15 H 0.3913 1.9621 -0.9811
16 H 1.5500 -0.6433 -1.6205

energy above the lowest of the compared OMol25 structures with the same formula, charge and spin = 217.99 kJ/mol
LUMO level = 0.53 eV
HOMO energy = -10.63 eV
gap between HOMO and LUMO = 11.1603 eV
DFT total energy = -8866.95326 eV
total charge = 0
structure (SMILES) = C[C@H](C#N)CCO


No. 3
Molecular formula: C5H9NO
Method: DFT, ωB97M-V/def2-TZVPD

CARTESIAN COORDINATES (ANGSTROEM)
1 O 2.8472 -0.0972 -0.3774
2 C 1.5754 -0.1961 0.3742
3 C 0.3484 -0.4675 -0.3267
4 C -0.8960 -1.1120 0.0150
5 N -1.8216 -0.1565 -0.0329
6 C -1.0227 1.1209 -0.2251
7 C 0.4209 0.8302 0.5692
8 H 2.8493 0.9749 -0.3078
9 H 1.7671 -0.8201 1.3215
10 H 0.8073 -0.1381 -1.2615
11 H -1.3239 -1.9387 -0.6371
12 H -0.8435 -1.6139 1.0379
13 H -2.3931 -0.2817 -0.8066
14 H -0.6318 1.5339 -1.0885
15 H -1.5533 1.9966 0.2683
16 H -0.1297 0.3653 1.4775

energy above the lowest of the compared OMol25 structures with the same formula, charge and spin = 712.73 kJ/mol
LUMO level = 0.82 eV
HOMO energy = -8.96 eV
gap between HOMO and LUMO = 9.7830 eV
DFT total energy = -8861.82571 eV
total charge = 0
structure (SMILES) = OC1[C@H]2CNC[C@H]12


No. 4
Molecular formula: C5H9NO
Method: DFT, ωB97M-V/def2-TZVPD

CARTESIAN COORDINATES (ANGSTROEM)
1 N 0.7680 -1.1898 0.8045
2 C -0.1537 -0.0770 0.7862
3 C -1.3770 -0.4694 0.0176
4 C -0.6548 -0.5700 -1.3964
5 O 0.5535 0.3052 -1.3144
6 C 0.2382 1.0419 -0.1505
7 C 0.5831 1.1568 1.3228
8 H 1.4679 -1.1163 0.0426
9 H 1.3101 -1.1017 1.6578
10 H -1.7633 -1.4468 0.3089
11 H -2.1454 0.3021 0.0585
12 H -0.2884 -1.6105 -1.5691
13 H -1.2996 -0.3129 -2.2448
14 H -0.5329 1.7445 -0.3955
15 H 0.1132 2.0200 1.7369
16 H 1.5194 0.9151 1.8098

energy above the lowest of the compared OMol25 structures with the same formula, charge and spin = 472.38 kJ/mol
LUMO level = 1.01 eV
HOMO energy = -8.56 eV
gap between HOMO and LUMO = 9.5725 eV
DFT total energy = -8864.31675 eV
total charge = 0
structure (SMILES) = N[C@]12CCO[C@@H]1C2


No. 5
Molecular formula: C5H9NO
Method: DFT, ωB97M-V/def2-TZVPD

CARTESIAN COORDINATES (ANGSTROEM)
1 C 0.8642 1.1881 0.5949
2 C 0.1811 0.0256 -0.1243
3 C 1.2054 -0.9198 -0.7367
4 C -0.8117 -0.7208 0.7916
5 O -2.0868 -0.1373 0.4711
6 C -1.8774 0.4936 -0.7089
7 N -0.7000 0.6036 -1.1618
8 H 1.4015 1.8023 -0.1340
9 H 1.5760 0.8250 1.3458
10 H 0.1211 1.8194 1.0948
11 H 1.7914 -1.4056 0.0531
12 H 0.7054 -1.6937 -1.3275
13 H 1.8911 -0.3736 -1.3917
14 H -0.8608 -1.7907 0.5530
15 H -0.6235 -0.5928 1.8599
16 H -2.7771 0.8767 -1.1793

energy above the lowest of the compared OMol25 structures with the same formula, charge and spin = 87.22 kJ/mol
LUMO level = 0.96 eV
HOMO energy = -9.63 eV
gap between HOMO and LUMO = 10.5899 eV
DFT total energy = -8868.30865 eV
total charge = 0
structure (SMILES) = CC1(C)COC=N1


No. 6
Molecular formula: C5H9NO
Method: DFT, ωB97M-V/def2-TZVPD

CARTESIAN COORDINATES (ANGSTROEM)
1 C -0.0437 1.0714 1.3767
2 C -0.3483 -0.1723 0.5586
3 O -0.9699 -1.0872 1.4385
4 C -1.0854 -0.0384 -0.8021
5 N -0.0032 -0.7598 -1.5428
6 C 1.1896 0.0682 -1.3875
7 C 0.7822 -0.7982 -0.2677
8 H 0.7176 1.6871 0.8896
9 H 0.3252 0.7616 2.3576
10 H -0.9435 1.6776 1.5253
11 H -0.7953 -1.9840 1.1340
12 H -1.2719 0.9731 -1.1816
13 H -2.0136 -0.6154 -0.8195
14 H 1.0785 1.1510 -1.3092
15 H 2.0291 -0.2554 -1.9987
16 H 1.3528 -1.6792 0.0288

energy above the lowest of the compared OMol25 structures with the same formula, charge and spin = 269.56 kJ/mol
LUMO level = 1.01 eV
HOMO energy = -9.23 eV
gap between HOMO and LUMO = 10.2383 eV
DFT total energy = -8866.41887 eV
total charge = 0
structure (SMILES) = C[C@@]1(O)CN2C[C@H]21


No. 7
Molecular formula: C5H9NO
Method: DFT, ωB97M-V/def2-TZVPD

CARTESIAN COORDINATES (ANGSTROEM)
1 C -1.5823 -1.2215 -0.0699
2 C -0.5795 -0.2438 -0.6358
3 C -0.7501 1.2713 -0.3355
4 C 0.7270 1.3373 0.0395
5 C 0.7826 -0.1504 0.0080
6 N 1.5622 -1.0752 0.4002
7 O 2.7367 -0.5289 0.9144
8 H -2.5636 -1.0901 -0.5371
9 H -1.6925 -1.0734 1.0105
10 H -1.2589 -2.2537 -0.2354
11 H -0.4485 -0.3973 -1.7155
12 H -1.0557 1.8980 -1.1730
13 H -1.4178 1.4542 0.5117
14 H 0.9300 1.4453 1.1799
15 H 1.4019 1.9456 -0.5726
16 H 3.2083 -1.3174 1.2106

energy above the lowest of the compared OMol25 structures with the same formula, charge and spin = 310.68 kJ/mol
LUMO level = 1.08 eV
HOMO energy = -9.30 eV
gap between HOMO and LUMO = 10.3837 eV
DFT total energy = -8865.99267 eV
total charge = 0
structure (SMILES) = C[C@H]1CC/C1=N\O


No. 8
Molecular formula: C5H9NO
Method: DFT, ωB97M-V/def2-TZVPD

CARTESIAN COORDINATES (ANGSTROEM)
1 C 2.0910 -0.2709 0.1023
2 C 0.7038 0.2007 0.5200
3 C -0.3825 -0.1397 -0.5049
4 O -0.3400 -1.5014 -0.8928
5 C -1.7966 0.0294 0.0614
6 C -2.1365 1.4100 0.4015
7 N -2.4196 2.5049 0.6610
8 H 2.4555 0.2459 -0.7943
9 H 2.8077 -0.1058 0.9110
10 H 2.0961 -1.3473 -0.1043
11 H 0.7087 1.2854 0.6845
12 H 0.4368 -0.2570 1.4805
13 H -0.2716 0.5188 -1.3825
14 H 0.4532 -1.6358 -1.4251
15 H -1.8907 -0.5950 0.9571
16 H -2.5155 -0.3421 -0.6754

energy above the lowest of the compared OMol25 structures with the same formula, charge and spin = 94.78 kJ/mol
LUMO level = 0.71 eV
HOMO energy = -10.89 eV
gap between HOMO and LUMO = 11.6027 eV
DFT total energy = -8868.23032 eV
total charge = 0
structure (SMILES) = CC[C@@H](O)CC#N